*A*
Molecular formula: C23H86BBrN2O23PS4
Method: DFT, ωB97M-V with the def2-TZVPD basis set

The LUMO energy is -3.67 eV. Its net charge is +1.

Element x y z (Å)
N 0.305 -3.658 3.650
B -0.521 -2.701 2.914
O -0.562 -2.634 1.564
C -1.427 -1.654 3.751
P -2.163 -2.545 5.306
O -1.139 -1.965 6.424
Br -4.089 -1.439 5.747
N -2.514 -0.978 3.009
C -3.295 -1.546 1.915
S -4.502 -2.768 2.384
O -5.062 -3.215 1.145
O -3.833 -3.737 3.206
C -2.728 0.260 3.372
S -1.719 0.815 4.627
C -0.470 -0.424 3.966
S 0.051 0.292 2.344
S 1.045 -0.641 4.895
H 1.273 -3.393 3.477
H 0.175 -4.574 3.216
H -0.143 -3.428 1.203
H -1.250 -2.486 7.229
H -3.838 -0.724 1.446
H -2.687 -2.008 1.138
H -5.462 -2.099 3.065
H -3.445 0.899 2.873
H 0.977 1.208 2.697
H 0.841 -1.815 5.503
C -2.119 -5.760 -0.076
O -1.771 -5.006 1.097
H -1.201 -6.150 -0.504
H -2.768 -6.591 0.183
H -2.615 -5.122 -0.811
H -2.594 -4.686 1.476
C 4.202 1.087 2.104
O 3.082 1.594 2.827
H 4.307 1.668 1.191
H 5.109 1.188 2.702
H 4.042 0.037 1.850
H 3.020 1.069 3.633
C -4.970 -0.318 -1.540
O -4.817 0.265 -0.238
H -4.012 -0.737 -1.839
H -5.715 -1.116 -1.516
H -5.268 0.449 -2.249
H -5.673 0.631 0.005
C 2.275 -3.299 -0.958
O 2.583 -2.584 0.242
H 3.166 -3.843 -1.260
H 1.463 -4.013 -0.790
H 1.984 -2.616 -1.755
H 1.788 -2.107 0.495
C -0.642 3.600 0.535
O -1.851 3.581 1.306
H -0.513 4.590 0.111
H 0.211 3.371 1.182
H -0.697 2.873 -0.273
H -1.939 2.696 1.667
C 0.511 -1.947 -4.459
O 0.381 -3.139 -3.684
H 0.714 -1.129 -3.772
H 1.339 -2.026 -5.168
H -0.409 -1.727 -5.004
H 0.201 -3.862 -4.290
C -1.050 -8.963 -1.947
O -2.133 -8.648 -1.078
H -1.172 -8.369 -2.849
H -0.089 -8.717 -1.485
H -1.055 -10.021 -2.219
H -2.026 -9.176 -0.281
C -0.364 6.604 3.153
O -0.456 5.418 3.942
H -0.169 7.438 3.822
H 0.455 6.519 2.437
H -1.302 6.777 2.623
H -0.629 4.692 3.335
C -0.003 3.719 -3.120
O 0.909 3.573 -2.032
H -0.968 3.323 -2.809
H -0.111 4.776 -3.378
H 0.341 3.168 -3.990
H 1.755 3.928 -2.321
C 1.762 7.285 -4.644
O 2.221 5.946 -4.520
H 0.679 7.256 -4.743
H 2.020 7.874 -3.760
H 2.183 7.767 -5.530
H 3.182 5.981 -4.434
C 1.289 -7.737 3.409
O 1.312 -6.310 3.301
H 0.250 -8.053 3.401
H 1.801 -8.196 2.563
H 1.756 -8.061 4.342
H 2.232 -6.031 3.303
C -1.551 2.461 -7.086
O -0.624 2.301 -6.015
H -2.505 2.061 -6.752
H -1.679 3.515 -7.342
H -1.228 1.912 -7.974
H 0.220 2.655 -6.308
C 1.827 -11.155 1.001
O 0.732 -10.566 1.699
H 1.982 -10.580 0.092
H 2.741 -11.123 1.600
H 1.612 -12.192 0.731
H 0.592 -11.076 2.501
C -6.101 3.545 -2.043
O -6.571 2.265 -2.482
H -5.797 3.446 -1.004
H -5.248 3.874 -2.635
H -6.895 4.291 -2.113
H -6.839 2.351 -3.400
C 6.338 6.903 -3.683
O 5.178 6.155 -4.049
H 5.998 7.848 -3.269
H 6.921 6.373 -2.927
H 6.966 7.101 -4.554
H 5.472 5.316 -4.416
C 5.867 -1.678 3.541
O 4.749 -1.152 4.262
H 5.975 -1.104 2.626
H 6.786 -1.593 4.125
H 5.699 -2.725 3.281
H 4.661 -1.667 5.067
C -4.890 7.398 -3.347
O -4.365 6.074 -3.399
H -5.953 7.336 -3.566
H -4.759 7.836 -2.354
H -4.414 8.042 -4.090
H -3.425 6.125 -3.205
C 6.715 -2.723 -0.312
O 7.644 -2.920 0.751
H 5.747 -3.084 0.029
H 6.625 -1.664 -0.568
H 7.010 -3.284 -1.202
H 8.500 -2.601 0.457
C -1.476 9.736 1.731
O -0.418 8.932 1.215
H -2.188 9.069 2.211
H -1.105 10.448 2.472
H -1.985 10.280 0.932
H 0.213 9.519 0.792

---

*B*
Molecular formula: C23H86BBrN2O23PS4
Method: DFT, ωB97M-V with the def2-TZVPD basis set

The LUMO energy is -4.62 eV. Its net charge is +1.

Element x y z (Å)
N 0.340 -3.853 3.734
B -0.573 -2.823 3.047
O -0.535 -2.829 1.556
C -1.517 -1.736 3.916
P -2.214 -2.384 5.608
O -1.136 -1.933 6.928
Br -4.193 -1.397 6.123
N -2.672 -1.122 3.100
C -3.605 -1.754 2.093
S -4.985 -2.793 2.840
O -5.763 -3.462 1.658
O -4.464 -3.973 3.727
C -2.890 0.253 3.248
S -1.685 0.796 4.627
C -0.441 -0.454 4.005
S 0.095 0.342 2.361
S 1.185 -0.704 4.898
H 1.320 -3.517 3.496
H 0.164 -4.751 3.224
H -0.110 -3.692 1.275
H -1.348 -2.535 7.726
H -4.150 -0.849 1.537
H -3.089 -2.383 1.256
H -5.958 -2.015 3.540
H -3.629 0.951 2.667
H 1.090 1.311 2.703
H 1.103 -1.948 5.543
C -2.192 -5.463 -0.138
O -1.875 -4.772 1.056
H -1.310 -6.012 -0.476
H -3.005 -6.168 0.053
H -2.489 -4.746 -0.907
H -2.676 -4.295 1.331
C 4.280 1.098 2.023
O 3.181 1.595 2.763
H 4.387 1.684 1.108
H 5.192 1.187 2.619
H 4.103 0.051 1.764
H 3.111 1.056 3.569
C -5.492 -0.678 -1.399
O -5.175 0.013 -0.205
H -4.610 -1.227 -1.737
H -6.305 -1.382 -1.208
H -5.789 0.039 -2.168
H -5.976 0.490 0.071
C 2.260 -3.226 -1.067
O 2.578 -2.535 0.127
H 3.143 -3.775 -1.404
H 1.447 -3.930 -0.876
H 1.963 -2.509 -1.836
H 1.776 -2.057 0.403
C -0.541 3.743 0.598
O -1.733 3.741 1.363
H -0.384 4.743 0.188
H 0.304 3.476 1.237
H -0.633 3.026 -0.222
H -1.846 2.841 1.713
C 0.452 -1.806 -4.498
O 0.331 -2.997 -3.743
H 0.677 -0.977 -3.822
H 1.264 -1.913 -5.222
H -0.488 -1.605 -5.017
H 0.132 -3.713 -4.369
C -1.467 -8.711 -1.872
O -2.567 -8.213 -1.133
H -1.360 -8.125 -2.788
H -0.556 -8.622 -1.276
H -1.645 -9.758 -2.131
H -2.637 -8.753 -0.327
C -0.148 6.692 3.276
O -0.269 5.501 4.032
H 0.077 7.520 3.953
H 0.664 6.585 2.553
H -1.088 6.893 2.758
H -0.468 4.784 3.405
C 0.068 3.912 -3.026
O 0.967 3.723 -1.949
H -0.917 3.539 -2.736
H -0.003 4.978 -3.259
H 0.422 3.360 -3.899
H 1.831 4.063 -2.235
C 1.950 7.494 -4.490
O 2.369 6.147 -4.379
H 0.864 7.520 -4.605
H 2.231 8.040 -3.586
H 2.418 7.952 -5.365
H 3.336 6.155 -4.278
C 1.457 -7.775 3.387
O 1.395 -6.362 3.320
H 0.441 -8.174 3.407
H 1.980 -8.159 2.507
H 1.983 -8.075 4.296
H 2.311 -6.036 3.303
C -1.432 2.753 -6.966
O -0.533 2.563 -5.889
H -2.417 2.379 -6.677
H -1.503 3.818 -7.200
H -1.078 2.200 -7.840
H 0.331 2.904 -6.175
C 2.133 -11.090 0.906
O 1.033 -10.592 1.646
H 2.240 -10.504 -0.009
H 3.044 -11.000 1.502
H 1.955 -12.137 0.647
H 0.963 -11.132 2.452
C -6.328 3.150 -2.301
O -6.914 1.879 -2.519
H -5.930 3.188 -1.284
H -5.515 3.304 -3.015
H -7.086 3.927 -2.423
H -7.258 1.875 -3.428
C 6.539 6.965 -3.425
O 5.363 6.286 -3.826
H 6.262 7.931 -2.996
H 7.065 6.372 -2.673
H 7.182 7.126 -4.294
H 5.640 5.434 -4.202
C 5.980 -1.698 3.392
O 4.880 -1.200 4.132
H 6.087 -1.111 2.477
H 6.891 -1.608 3.988
H 5.802 -2.744 3.133
H 4.810 -1.739 4.938
C -5.003 6.642 -4.280
O -4.584 5.294 -4.169
H -6.089 6.668 -4.395
H -4.721 7.187 -3.376
H -4.535 7.099 -5.155
H -3.617 5.303 -4.068
C 6.915 -2.707 -0.502
O 7.814 -2.897 0.576
H 5.930 -3.081 -0.212
H 6.844 -1.642 -0.735
H 7.270 -3.260 -1.375
H 8.678 -2.556 0.290
C -1.175 9.844 1.905
O -0.153 9.017 1.380
H -1.923 9.217 2.397
H -0.746 10.536 2.635
H -1.647 10.402 1.093
H 0.495 9.601 0.951

---

On energetic grounds, *A* is preferred over the next structure by 6.174 eV.